Record 1
# C15H30F10N10O21S10

8 unconnected molecules or ions with the total composition C15H30F10N10O21S10 at a distorted geometry (ωB97M-V/def2-TZVPD, OMol25).

Summary:
Multiplicity: 1
Frontier orbital gap (eV): 8.2
Lowest unoccupied orbital energy (eV): 3.0
Charge: -2

```
96
Properties=species:S:1:pos:R:3:forces:R:3
C 5.11669 5.78217 -2.55505 0.1143 -0.2426 -0.8182
C 4.82532 5.14361 -1.20679 -0.2504 0.4379 -0.2952
N 3.75881 4.15798 -1.33782 0.2856 0.1266 0.4593
C 3.88806 2.84890 -1.74694 0.3136 0.0382 0.1276
C 2.66296 2.29169 -1.65166 -0.4289 -0.1359 -0.3757
N 1.81164 3.26681 -1.20689 -0.3598 0.1823 -0.3277
C 2.49905 4.37567 -0.99811 -0.2235 -0.0969 -0.0711
C 0.35652 3.22538 -1.16537 -0.3501 -0.2257 1.2488
H 5.55719 5.06059 -3.24953 0.3401 0.0557 0.2118
H 5.75858 6.65815 -2.46746 0.1772 -0.1491 0.0914
H 4.22846 6.10326 -3.10630 -0.2641 0.0831 0.5107
H 4.48892 5.91726 -0.51867 -0.0835 -0.2045 0.1883
H 5.69026 4.66094 -0.75943 0.0050 -0.0503 -0.0379
H 4.83991 2.42629 -2.01567 -0.0034 -0.0926 0.0842
H 2.28717 1.32281 -1.92299 0.2096 -0.1275 0.1588
H 2.05600 5.28240 -0.62782 0.2205 0.1045 0.0494
H 0.00351 2.96248 -0.16359 0.3776 -0.2065 0.0476
H -0.04103 2.47976 -1.84653 0.0848 0.3195 -0.4145
H -0.03377 4.22721 -1.30652 -0.0630 -0.0978 -0.6164
C -0.05686 -5.82737 0.44118 0.5375 -1.5921 -0.6864
C -1.52751 -5.72745 0.75051 0.1201 0.5404 0.5889
N -1.72795 -4.99722 2.03064 -0.0028 0.2842 -0.0261
C -1.52916 -5.53973 3.27943 -0.1515 -0.4645 -0.0349
C -1.89827 -4.62024 4.19711 0.5886 0.5917 -0.1864
N -2.19280 -3.47138 3.48835 0.0696 -0.2699 0.5077
C -2.09623 -3.73720 2.19376 0.3142 0.6747 -0.0577
C -2.30730 -2.13908 4.06093 -0.1170 1.0264 -0.3879
H 0.50174 -6.31583 1.24607 -0.0898 0.4039 0.2906
H 0.49471 -4.96829 0.07080 -0.4356 0.3941 0.2203
H 0.02670 -6.58432 -0.34708 -0.0467 0.2663 -0.2316
H -1.96083 -6.70533 0.95258 0.0567 -0.0817 -0.2419
H -2.11437 -5.23980 -0.02605 0.1092 0.1236 -0.0068
H -1.04153 -6.49112 3.39606 -0.3909 -0.1943 0.0240
H -1.85537 -4.60130 5.26980 -0.0100 -0.1464 0.0203
H -2.13359 -2.93695 1.47245 -0.3654 -0.4077 -0.4165
H -3.23766 -1.66203 3.75257 -0.1681 -0.2757 0.2209
H -1.51819 -1.48076 3.68673 0.1847 -0.3176 -0.0589
H -2.20272 -2.15881 5.13991 -0.1982 -0.2933 0.0326
C -0.19266 -0.75524 -0.34406 -0.2348 -0.1376 -0.3804
C -0.77490 -0.06853 0.84249 0.5482 -0.1714 0.1569
O -0.29211 -0.00747 1.93110 -0.3537 -0.2236 -0.0090
N -2.12398 0.53023 0.66025 -0.7223 -0.3605 0.3143
H -2.27035 1.07730 -0.22298 0.2678 0.0314 -0.0473
H -2.81889 -0.25825 0.58766 0.2119 -0.0391 -0.2784
C -2.60092 1.34471 1.81112 0.2466 1.1068 -0.9581
H -0.89637 -1.44022 -0.82718 -0.1245 0.0716 0.1403
H 0.69439 -1.31175 -0.05592 0.1217 0.2034 0.0547
H 0.05307 -0.04554 -1.13878 0.0704 0.1138 0.1315
H -3.57502 1.74785 1.53822 -0.0979 -0.2849 0.0141
H -1.92303 2.19485 1.83213 0.0667 -0.0707 0.7049
H -2.65338 0.78361 2.73272 0.2374 -0.0855 0.0126
N -2.77183 2.04831 -1.56825 -0.3442 0.1729 -2.0256
S -2.82648 1.45794 -3.11048 0.7273 -1.7234 -0.3001
O -1.58159 1.47354 -3.79730 0.4224 0.2372 0.5570
O -3.96822 1.80926 -3.88090 -0.4181 0.1859 0.6462
F -2.99459 -0.02496 -2.62805 -0.1887 -0.0951 -0.0861
S -3.13774 3.57257 -1.76436 1.2660 2.8511 2.3969
O -4.51057 3.90128 -1.62174 -0.1388 -0.1533 -0.3147
O -2.27771 4.30745 -2.64422 -0.6951 -0.5523 -0.9476
F -2.47310 4.12847 -0.36859 -0.6051 -0.8119 0.1356
N -4.06259 -1.40411 0.84182 -2.4735 0.4326 0.2538
S -5.51361 -0.74863 1.26093 1.0346 0.7026 1.7796
O -6.60207 -1.64439 1.28130 -0.5430 -0.7003 -0.3369
O -5.68697 0.58020 0.81405 0.1765 0.4026 -0.2990
F -5.16319 -0.59336 2.82210 0.1404 0.1901 -0.0116
S -4.47907 -2.45472 -0.28828 1.9840 -2.4949 -1.4618
O -5.25174 -2.00019 -1.36994 -0.6513 1.0024 -0.3635
O -4.75406 -3.77579 0.18926 0.3230 0.2322 0.5924
F -2.98433 -2.55097 -0.85169 -0.2112 -0.1214 0.1813
N -0.76127 -4.26835 -4.79732 -0.4625 0.9442 1.4878
S -0.48598 -4.06525 -3.21821 2.0485 -0.8872 -0.0315
O -1.45207 -4.60475 -2.32044 -0.4044 -0.2188 0.2472
O 0.15632 -2.83750 -2.86942 -0.4810 0.3181 0.0890
F 0.72806 -5.09722 -3.08045 -0.1878 -0.2670 -0.3466
S -1.86709 -3.13735 -5.07343 -1.4613 0.4735 -1.5147
O -1.40337 -1.80546 -5.25935 0.5490 -0.0107 -0.0223
O -3.06788 -3.29895 -4.31495 0.0633 -0.2004 0.0622
F -2.28069 -3.58134 -6.55542 0.3356 -0.2941 0.2611
N 5.28881 -1.39472 0.80506 1.1739 1.6280 0.0232
S 3.86943 -0.80542 1.03968 -3.7222 -1.7306 0.4845
O 3.30497 -0.07437 -0.05330 0.3397 0.1323 -0.1617
O 3.52507 -0.41325 2.35898 0.5277 0.4898 0.4487
F 3.06460 -2.22930 0.96691 0.4343 0.2174 -0.3187
S 6.19250 -0.08143 0.53814 2.0072 -1.3936 -1.1964
O 6.27217 0.90874 1.54025 -0.4338 0.4422 0.8683
O 6.17884 0.34689 -0.82333 -0.2104 0.2063 -0.3562
F 7.60023 -0.83261 0.64842 -0.1018 -0.1235 0.0576
N 2.11164 4.30011 2.20353 1.7995 -0.5468 1.0049
S 1.74395 2.79981 2.56860 -3.1125 -1.3536 -0.0799
O 2.12057 2.33336 3.85637 0.5805 0.0299 -0.0165
O 1.75472 1.92845 1.43909 0.3231 0.1559 -0.0084
F 0.13552 3.00759 2.77584 0.3851 0.4489 -0.2127
S 3.72207 4.31395 2.46192 0.4189 1.4784 -0.8939
O 4.45651 3.58012 1.48371 -0.1361 0.0259 -0.4727
O 4.24757 4.28866 3.77537 -0.4545 0.1224 0.7701
F 3.88133 5.85695 2.03870 0.0328 0.0216 -0.2160
```
Forces are in eV/Å.

Atom charges from the Mulliken analysis, given in e for atoms 1 to 4:
1 C -1.221
2 C -0.553
3 N 0.415
4 C -0.877

=====

Record 2
# C11H64NO20

21 unconnected molecules or ions with the total composition C11H64NO20 at a distorted geometry (ωB97M-V/def2-TZVPD, OMol25).

Summary:
Multiplicity: 1
Frontier orbital gap (eV): 9.6
Lowest unoccupied orbital energy (eV): -2.6
Charge: +1

```
96
Properties=species:S:1:pos:R:3:forces:R:3
C 0.15761 4.82102 -0.80735 -7.3919 -3.8560 -0.2209
C 0.38899 3.29579 -0.57515 3.1311 0.3432 4.6627
C -0.66916 2.35827 -0.97230 -0.3931 -2.4881 7.0672
C -0.30327 0.83568 -0.65698 1.8905 1.9500 0.3019
N -1.32824 -0.16409 -0.78918 -0.5630 -1.5716 -2.0398
C -1.57282 -0.51805 -2.30670 2.9808 0.1849 -1.0245
C -2.86925 -0.05226 -2.64566 -4.5411 1.8702 -2.5488
C -3.48878 0.71629 -1.49764 3.1887 -4.8898 1.7858
C -2.70626 0.20447 -0.27931 1.7260 1.5672 1.1488
C -0.79513 -1.41482 -0.09770 -0.1741 -1.0672 0.3804
C -1.14473 -1.51192 1.46011 0.2665 -2.1726 0.5429
C -0.11872 -2.49873 2.27422 -0.9389 -1.3995 -3.0603
H -0.79916 4.84426 -1.61458 2.7899 0.6981 2.1225
H 0.97660 5.18418 -1.12548 5.6787 2.7864 -3.4244
H -0.02048 5.43105 0.07756 -0.9163 -0.5672 0.2487
H 0.70292 3.23245 0.59080 -1.4219 -0.2363 -1.9226
H 1.33750 2.80751 -0.84531 0.2305 1.0478 -1.1669
H -0.78163 2.49582 -1.90783 -1.7380 0.9201 -6.8168
H -1.53064 2.65493 -0.30815 0.1910 -0.5742 -1.2643
H -0.12985 0.86069 0.42861 0.6903 -0.1832 -0.2368
H 0.58278 0.32667 -1.22376 -1.1904 1.6933 1.0007
H -1.48675 -1.54928 -2.63312 0.4135 -0.5409 1.3130
H -0.88605 -0.03079 -3.06378 0.2020 -0.0363 1.8567
H -3.56270 -0.80342 -3.01093 0.0403 -0.5317 0.2390
H -2.87222 0.67122 -3.50734 0.3253 -0.6292 0.6832
H -4.44760 0.57074 -1.27826 -4.1947 -1.0803 0.2861
H -3.42039 1.65231 -1.73723 0.9866 5.7911 -0.4532
H -2.96473 -0.70914 0.23503 -1.2646 -0.1571 -0.4772
H -2.51686 0.92612 0.57810 -0.4508 -0.5732 -1.1946
H 0.35237 -1.46732 -0.32920 -2.3365 -0.2639 0.5172
H -1.43323 -2.16944 -0.64421 1.4301 0.0399 0.9063
H -2.14034 -1.99775 1.63323 0.5975 0.5058 -0.6878
H -1.23306 -0.55496 1.98025 0.4504 0.0762 -0.2165
H -0.50425 -3.22040 3.00500 -0.8145 0.8843 0.0594
H 0.56955 -1.87535 2.75192 1.5145 0.5549 0.5380
H 0.34295 -3.27734 1.54057 -0.2605 1.8581 0.9334
O 1.93284 1.00927 -4.01126 -0.5861 4.7168 2.6639
H 1.85168 0.36793 -4.61474 0.1270 -4.0099 -3.0875
H 2.54586 0.85332 -3.29848 0.3638 -0.8462 0.2833
O -2.48842 3.77404 -4.10311 1.9808 -1.3644 -1.8266
H -1.47762 3.60378 -4.53186 -4.3346 0.0232 1.5607
H -3.18706 3.20532 -4.56177 1.9409 1.1997 0.5915
O 3.38208 0.29152 -1.63488 -3.3194 0.9689 0.8674
H 3.07471 1.17259 -1.25745 1.1721 -0.9154 -0.2913
H 4.22899 0.39256 -1.98462 2.4218 0.4896 -0.5669
O -0.37842 -2.74297 -5.28527 -0.9158 1.1827 0.1940
H 0.00883 -2.49464 -6.11258 1.2567 -0.6034 -1.1287
H -1.07617 -2.07328 -5.36743 -0.5970 -0.4020 0.7145
O -2.24606 -3.91900 4.92997 -2.8588 2.7057 -1.6403
H -2.52609 -4.35579 4.02531 0.2473 1.8435 2.6634
H -2.76961 -2.95005 5.10623 2.1255 -4.3882 -1.2259
O 3.77551 2.44233 0.10655 -0.2928 -0.8100 -1.1881
H 3.46057 3.33134 0.36288 0.7893 -0.5552 1.0292
H 4.37035 1.89419 0.65344 -0.6302 1.4545 0.1939
O 1.27389 -2.09537 -3.18772 0.4982 -0.1617 1.5731
H 0.81857 -1.75558 -3.96673 1.0412 -0.2805 -0.3650
H 2.25865 -2.07646 -3.08722 -1.6659 0.3054 -1.0050
O 2.10056 -3.92635 4.55257 7.4559 2.2199 0.5366
H 2.62501 -4.74632 4.71162 0.7893 1.2891 -0.1214
H 1.37956 -4.38805 4.52027 -8.1728 -3.3501 -0.4465
O 3.13200 5.24603 0.99358 -2.8168 -0.7437 1.4017
H 2.18602 5.49198 0.79910 1.2972 -0.3630 0.5671
H 3.56059 5.52101 0.22776 1.5518 0.9926 -2.1176
O 0.01159 -4.67181 -2.25937 3.8555 3.0848 2.5019
H 0.30879 -3.74017 -2.57099 0.9813 -1.6439 1.6431
H -0.58664 -4.61681 -2.90399 -4.7638 -1.4099 -4.1690
O -0.20685 -5.57434 5.26701 4.0724 -1.2811 3.6121
H -0.86479 -4.98292 5.06182 -2.6277 2.3624 -0.6035
H 0.10174 -5.21916 6.19979 -0.9668 -1.2045 -2.7807
O 2.09654 0.86219 2.55112 -0.8115 0.0192 -1.4319
H 2.21984 0.16475 3.18240 -0.1755 -1.5995 0.7847
H 2.64589 1.50718 2.94375 0.8698 1.6648 0.3492
O 2.66804 -1.39505 0.45881 0.7124 4.9762 -0.7792
H 3.09517 -0.80708 1.12923 -0.5320 -1.4219 0.7118
H 2.79897 -0.57256 -0.20470 -0.6249 -3.1342 0.7019
O -0.12812 1.18348 4.45898 -4.7474 1.3674 5.0518
H -1.06317 1.69240 4.57230 3.3139 -1.8577 0.1095
H -0.01093 1.31436 3.58865 1.4369 0.5195 -5.1908
O 0.25794 -1.37667 5.86764 1.0712 0.2620 0.4869
H 1.16122 -0.94441 5.95763 -2.2561 -0.6173 -0.5645
H -0.28291 -0.85124 5.25749 0.8061 0.2315 0.2620
O 3.33571 -3.44221 -0.94130 -0.3193 2.7781 -1.2778
H 3.01812 -2.74063 -0.26943 0.8030 -1.5722 -0.9903
H 3.45384 -2.81045 -1.73927 0.0206 -1.8977 1.9161
O -0.02530 2.82111 -4.72536 -0.8232 -0.7322 0.3350
H 0.71156 2.26639 -4.50482 0.3250 -2.2055 1.5116
H 0.58077 3.37556 -5.13765 0.8835 3.0273 -1.9567
O -6.52056 -1.22820 -3.37989 -0.0282 -0.6657 -1.1485
H -6.66538 -2.13166 -3.72792 0.0469 0.7666 0.2055
H -6.38074 -1.35882 -2.45473 0.0192 -0.1157 0.9702
O 2.64275 -1.07423 4.32902 -1.0927 -0.0499 -3.0134
H 2.50772 -2.02000 4.37786 -0.0149 -0.8499 0.4713
H 3.03252 -0.71260 5.06758 1.5241 0.6424 2.6155
O -1.76846 5.56976 2.30575 0.3357 1.9285 -2.8238
H -2.20002 4.77712 2.40836 -2.1853 -3.0950 -0.6563
H -1.44662 5.58897 3.15185 1.8893 1.1723 3.4786
```
Forces are in eV/Å.

Atom charges from the Mulliken analysis, given in e for atoms 1 to 4:
1 C -2.178
2 C 0.653
3 C -1.216
4 C -0.535

=====

Record 3
# C16H31NOP2Ti

A molecular structure, C16H31NOP2Ti at a distorted geometry (ωB97M-V/def2-TZVPD, OMol25).

Summary:
Multiplicity: 1
Frontier orbital gap (spin up / spin down) (eV): 4.6 / 4.6
Lowest unoccupied orbital energy (spin up / spin down) (eV): -9.5 / -9.5
Charge: +2

```
52
Properties=species:S:1:pos:R:3:forces:R:3
P -0.20663 -1.55538 -1.84055 -0.4868 -0.3106 -2.1361
P 0.26239 1.61607 -1.71002 -0.2939 0.2287 -1.8907
C -0.38585 -0.54901 -3.41424 -0.1782 -0.1192 0.1664
C 0.38331 0.77451 -3.36995 0.1711 0.1023 0.2304
H -1.46359 -0.38691 -3.58036 0.3524 0.0433 0.0023
H -0.00599 -1.16811 -4.24186 -0.2880 0.1592 0.1644
H 1.45533 0.64116 -3.59603 -0.4013 -0.0564 0.0261
H -0.03293 1.47862 -4.10828 0.3003 -0.1976 0.1363
C -1.42406 2.31839 -1.98595 -0.0281 0.0902 0.2678
H -1.67990 3.01696 -1.17575 -0.0604 -0.1360 -0.3249
H -2.18214 1.52047 -2.03332 0.2037 0.2839 0.0214
H -1.40297 2.86273 -2.94026 -0.1728 -0.1286 0.2885
C 1.25265 3.09821 -2.05637 0.1474 0.2091 0.0726
H 0.82112 3.59422 -2.93605 0.2850 0.0356 0.2131
H 2.29134 2.80754 -2.26273 -0.2252 0.1973 0.0739
H 1.21995 3.77553 -1.19336 0.1121 -0.0307 -0.2855
C -1.13672 -3.02546 -2.38890 0.0425 -0.1618 -0.0909
H -1.07118 -3.79948 -1.61313 -0.1349 0.0390 -0.2989
H -0.69944 -3.39468 -3.32812 -0.3160 -0.0827 0.2601
H -2.18891 -2.75072 -2.55008 0.2658 -0.1969 0.0625
C 1.50522 -2.11566 -2.25767 0.0711 -0.1570 0.3224
H 2.22098 -1.28001 -2.21704 -0.1552 -0.2830 -0.0143
H 1.49263 -2.52525 -3.27929 0.1162 0.1036 0.3680
H 1.82366 -2.90431 -1.56053 0.1040 0.1520 -0.2341
Ti 0.14724 -0.44094 3.08386 -0.6853 0.5111 3.4245
C 0.96121 1.39919 2.16794 -0.9265 1.1470 -0.0215
C -0.41500 1.64494 2.10155 1.6241 1.0276 -0.1714
C -1.37076 1.19599 1.05245 -0.8638 -0.3839 -0.9609
C -2.05136 -0.22508 1.09040 -0.4717 1.3459 0.9116
C -1.22830 -1.39709 1.49378 1.3541 -1.7198 -1.5045
C 0.13598 -1.62398 1.20803 -2.5401 -0.6239 -0.7352
C 1.04177 -0.63777 0.53458 0.5499 1.3156 0.0143
C 1.80889 0.47960 1.29922 0.2699 -0.6699 0.3863
C 1.52667 -1.34931 4.19833 -0.0028 -0.0858 0.4886
H 1.54741 2.03881 2.84443 -0.3985 -0.3139 -0.0040
H -0.79804 2.41406 2.78598 0.3028 -0.3909 -0.1339
H -0.85298 1.25677 0.07203 -0.0296 -0.0148 0.8101
H -2.18637 1.94501 0.97652 0.3864 -0.5164 0.3865
H -2.94854 -0.14778 1.73286 0.4677 -0.2258 -0.1209
H -2.46734 -0.41683 0.07956 0.4711 -0.1695 0.2619
H -1.82328 -2.27723 1.77753 0.4214 0.2975 0.1752
H 0.50907 -2.65588 1.29122 -0.2590 0.3732 0.3674
H 0.44030 -0.04595 -0.19481 0.6130 -0.5408 0.5576
H 1.80979 -1.20178 -0.02244 -0.3625 0.1744 0.4474
H 2.64990 0.03875 1.86882 -0.2841 0.3668 0.1377
H 2.32235 1.09169 0.52579 -0.4623 -0.1993 0.3690
H 2.42563 -0.72306 4.33263 -0.2613 -0.1042 -0.0714
H 1.79941 -2.32967 3.76737 -0.1160 0.2919 -0.0189
H 1.01620 -1.49599 5.17622 0.3512 0.0361 -0.5074
O -2.05309 0.89155 6.49380 1.0796 -1.2222 -3.1198
C -1.63304 0.47630 5.46793 -1.2012 1.3832 3.6580
N -1.16197 0.04618 4.43432 1.5427 -0.8728 -2.4269
```
Forces are in eV/Å.

Atom charges from the Mulliken analysis, given in e for atoms 1 to 4:
1 P 1.147
2 P 1.258
3 C -1.293
4 C -1.204